[1]
14
Properties=species:S:1:pos:R:3:forces:R:3:mulliken_charge:R:1 method="wB97M-V/def2-TZVPD" total_charge=0 gap_ev="8.4 / 9.4" homo_ev="-8.36 / -8.95"
C 0.596 1.818 0.209 -1.31 2.94 1.11 0.049
C -0.050 0.528 -0.204 1.07 0.69 0.76 0.658
C 0.886 -0.595 0.078 -1.66 -2.75 0.03 -1.375
C -2.168 -1.500 -0.658 -2.35 4.19 -3.76 -0.291
N 1.830 1.996 0.250 1.18 -1.70 -0.54 -0.560
N -1.251 0.664 -0.514 -1.40 -2.41 -0.32 -0.661
F -1.612 -2.056 -1.697 1.01 -0.94 -0.74 -0.198
H -0.089 2.671 0.589 0.50 -1.53 -0.83 0.342
H 0.743 -1.041 1.041 -0.64 0.58 1.45 0.376
H 1.901 -0.404 0.120 1.92 1.14 -0.54 0.424
H 0.759 -1.563 -0.400 -0.30 0.32 -1.34 0.337
H -1.829 -1.756 0.244 1.06 -1.19 3.37 0.392
H -3.205 -1.177 -0.954 1.17 -0.30 1.13 0.254
H 2.182 2.850 0.621 -0.26 0.96 0.21 0.253

---

[2]
15
Properties=species:S:1:pos:R:3:forces:R:3:mulliken_charge:R:1 method="wB97M-V/def2-TZVPD" total_charge=0 gap_ev=9.0 homo_ev=-8.11
C 1.033 1.973 -0.007 0.13 0.11 0.86 -0.873
C 0.415 -0.273 0.005 0.46 -0.75 -0.07 0.455
C -1.981 -1.054 0.003 -0.01 0.26 -0.22 -0.065
C 1.696 -0.696 -0.003 -0.63 0.20 0.05 -0.317
H 0.517 2.933 -0.015 0.13 -0.12 0.06 0.229
H 1.657 1.880 -0.883 0.21 -0.05 -0.38 0.357
H 1.670 1.876 0.902 -0.40 0.15 -0.49 0.337
H -0.271 -2.172 0.007 -0.06 0.02 -0.01 0.216
H -2.456 -2.045 -0.028 -0.09 0.26 0.12 0.319
H -3.579 -0.121 0.017 -0.66 -0.05 -0.07 0.223
H 2.577 -0.085 0.007 0.11 -0.07 -0.01 0.416
N -0.610 -1.225 0.000 0.07 0.39 0.03 -0.156
N -2.595 0.064 -0.006 0.86 -0.62 0.15 -0.514
O 0.013 0.993 0.002 -0.16 0.14 -0.02 -0.341
F 1.913 -2.049 -0.004 0.05 0.14 0.00 -0.287